No. 1
C53H41Br2IrN3O4P2 | wB97M-V/def2-TZVPD

```
! wB97M-V def2-TZVPD RIJCOSX def2/J DEFGRID3
* xyz 1 1
Ir 0.455 -0.323 -0.592
Br 0.773 4.961 -1.660
C 2.194 3.726 -1.649
C 3.499 4.172 -1.773
C 4.550 3.283 -1.718
Br 6.313 3.956 -1.886
C 4.330 1.898 -1.521
C 5.339 0.922 -1.420
C 4.991 -0.389 -1.216
C 3.641 -0.731 -1.115
N 2.682 0.162 -1.186
C 2.990 1.454 -1.387
C 1.872 2.372 -1.423
O 0.691 1.964 -1.230
H 3.690 5.227 -1.900
H 6.379 1.207 -1.489
H 5.742 -1.157 -1.129
H 3.346 -1.756 -0.968
C -4.774 0.233 4.257
C -3.817 -0.526 3.327
C -4.048 -2.047 3.436
C -4.051 -0.147 1.876
C -5.333 -0.076 1.344
C -5.552 0.206 0.007
C -4.480 0.365 -0.850
C -3.186 0.248 -0.357
P -1.754 0.311 -1.477
C -2.046 -1.000 -2.706
C -1.045 -1.192 -3.661
C -1.160 -2.199 -4.599
C -2.253 -3.052 -4.572
C -3.233 -2.885 -3.607
C -3.133 -1.866 -2.674
C -2.000 1.905 -2.303
C -2.372 2.990 -1.509
C -2.557 4.233 -2.079
C -2.343 4.414 -3.438
C -1.944 3.344 -4.223
C -1.769 2.092 -3.661
C -2.976 0.038 1.008
O -1.681 0.074 1.418
C -1.401 -0.071 2.739
C -0.047 0.035 3.071
C 0.353 -0.089 4.394
C -0.605 -0.281 5.372
C -1.943 -0.381 5.033
C -2.371 -0.285 3.714
P 1.120 0.290 1.697
C 1.480 2.068 1.767
C 2.755 2.584 1.548
C 2.953 3.954 1.524
C 1.881 4.818 1.672
C 0.603 4.310 1.849
C 0.403 2.944 1.894
C 2.619 -0.586 2.236
C 3.585 -0.049 3.082
C 4.739 -0.766 3.347
C 4.931 -2.018 2.783
C 3.946 -2.580 1.988
C 2.793 -1.867 1.717
H -5.807 0.011 4.009
H -4.621 1.307 4.176
H -4.624 -0.060 5.292
H -5.068 -2.299 3.158
H -3.864 -2.389 4.452
H -3.365 -2.566 2.766
H -6.182 -0.241 1.988
H -6.560 0.281 -0.367
H -4.633 0.576 -1.899
H -0.162 -0.565 -3.649
H -0.388 -2.324 -5.345
H -2.337 -3.851 -5.294
H -4.080 -3.555 -3.574
H -3.897 -1.750 -1.922
H -2.512 2.847 -0.447
H -2.853 5.069 -1.463
H -2.472 5.391 -3.877
H -1.763 3.486 -5.277
H -1.468 1.260 -4.280
H 1.397 -0.040 4.663
H -0.307 -0.365 6.403
H -2.661 -0.554 5.818
H 3.597 1.923 1.405
H 3.947 4.352 1.381
H 2.036 5.885 1.633
H -0.237 4.980 1.945
H -0.592 2.542 2.022
H 3.440 0.926 3.527
H 5.492 -0.341 3.993
H 5.849 -2.554 2.972
H 4.083 -3.568 1.574
H 2.010 -2.293 1.102
C 2.140 -5.158 -3.459
N 1.388 -4.478 -2.430
C 0.620 -5.147 -1.548
C -0.104 -4.507 -0.599
C -0.023 -3.081 -0.554
O -0.645 -2.345 0.252
N 0.811 -2.449 -1.409
C 1.509 -3.070 -2.384
O 2.229 -2.503 -3.178
H 2.069 -6.235 -3.323
H 3.184 -4.847 -3.408
H 1.757 -4.885 -4.443
H 0.614 -6.226 -1.635
H -0.714 -5.029 0.115
*
```

Calculated values
E_HOMO (alpha / beta)	-0.3465 / -0.3477	Ha
Kohn-Sham gap (alpha / beta)	0.212 / 0.203	hartree
LUMO energy (alpha / beta)	-3.7 / -3.9	eV

Atomic partial charges in e from the Löwdin method, atoms 1 to 4: atom 1 (Ir): 1.121, atom 2 (Br): 0.882, atom 3 (C): -0.586, atom 4 (C): -0.175

No. 2
C53H43F3N9OPV | wB97M-V/def2-TZVPD

```
! wB97M-V def2-TZVPD RIJCOSX def2/J DEFGRID3
* xyz 2 2
V 1.008 -0.213 0.727
C 0.453 -1.872 4.496
C -0.079 -0.788 5.211
C -0.050 0.468 4.661
C 0.475 0.661 3.380
N 0.868 -0.420 2.651
C 0.916 -1.647 3.240
N 0.692 1.959 2.961
C 1.493 2.237 1.979
N 2.073 1.352 1.090
C 3.055 2.058 0.341
N 3.951 1.630 -0.452
C 4.459 0.311 -0.507
C 5.189 -0.050 -1.640
C 5.798 -1.289 -1.682
C 5.713 -2.123 -0.576
C 4.987 -1.677 0.511
N 4.340 -0.504 0.543
C 2.943 3.491 0.705
C 3.658 4.587 0.273
C 3.379 5.812 0.873
C 2.429 5.920 1.889
C 1.736 4.799 2.339
C 2.012 3.596 1.721
H 0.516 -2.863 4.928
H -0.471 -0.937 6.210
H -0.382 1.347 5.197
H 1.361 -2.441 2.659
H 5.276 0.662 -2.454
H 6.364 -1.589 -2.557
H 6.217 -3.082 -0.547
H 4.921 -2.280 1.414
H 4.411 4.495 -0.504
H 3.922 6.698 0.559
H 2.241 6.889 2.344
H 1.020 4.858 3.155
C 2.024 -4.410 -3.969
N 1.722 -4.039 -2.574
N 1.613 -2.737 -2.168
C 1.739 -2.717 -0.816
O 1.640 -1.631 -0.065
C 1.956 -4.015 -0.383
C 1.943 -4.811 -1.505
C 2.144 -6.281 -1.633
C 1.157 -1.717 -3.077
C 1.743 -0.463 -3.052
C 1.326 0.502 -3.958
C 0.336 0.210 -4.889
C -0.247 -1.051 -4.901
C 0.149 -2.015 -3.985
H 1.889 -3.553 -4.613
H 1.358 -5.207 -4.289
H 3.055 -4.748 -4.051
H 2.120 -4.334 0.637
H 2.230 -6.728 -0.647
H 3.056 -6.511 -2.194
H 1.307 -6.746 -2.158
H 2.566 -0.260 -2.384
H 1.813 1.473 -3.956
H 0.022 0.964 -5.604
H -1.011 -1.296 -5.634
H -0.328 -2.991 -3.982
N -0.367 0.656 0.312
P -1.607 1.693 0.466
C -1.175 3.344 -0.073
C -2.060 4.403 0.154
C -1.742 5.671 -0.313
C -0.569 5.873 -1.038
C 0.281 4.810 -1.307
C -0.019 3.545 -0.820
C -2.973 1.254 -0.630
C -4.312 1.365 -0.260
C -5.311 1.068 -1.183
C -4.977 0.681 -2.473
C -3.640 0.607 -2.854
C -2.641 0.893 -1.937
C -2.300 1.718 2.122
C -3.054 0.604 2.510
C -3.737 0.608 3.718
C -3.666 1.727 4.542
C -2.877 2.815 4.182
C -2.191 2.814 2.976
H -2.991 4.242 0.685
H -2.412 6.502 -0.115
H -0.327 6.864 -1.408
H 1.179 4.966 -1.897
H 0.640 2.710 -1.017
H -4.587 1.682 0.739
H -6.354 1.147 -0.891
H -5.759 0.450 -3.188
H -3.379 0.336 -3.873
H -1.599 0.839 -2.226
H -3.123 -0.258 1.851
H -4.341 -0.247 4.008
H -4.234 1.752 5.466
H -2.803 3.671 4.843
H -1.576 3.659 2.704
F -5.821 -3.695 0.956
C -4.843 -4.483 0.487
F -4.809 -5.598 1.226
F -5.155 -4.820 -0.775
C -3.524 -3.756 0.520
C -3.355 -2.637 -0.275
C -2.127 -2.006 -0.258
N -1.098 -2.407 0.496
C -1.282 -3.496 1.252
C -2.473 -4.204 1.296
H -4.160 -2.258 -0.896
H -1.952 -1.141 -0.878
H -0.440 -3.825 1.856
H -2.573 -5.079 1.924
*
```

Calculated values
E_HOMO (alpha / beta)	-0.4635 / -0.4662	Ha
Kohn-Sham gap (alpha / beta)	0.266 / 0.272	hartree
LUMO energy (alpha / beta)	-5.4 / -5.3	eV

Atomic partial charges in e from the Löwdin method, atoms 1 to 4: atom 1 (V): 0.960, atom 2 (C): -0.036, atom 3 (C): -0.010, atom 4 (C): 0.017

No. 3
C53H43F9N2O2 | wB97M-V/def2-TZVPD

```
! wB97M-V def2-TZVPD RIJCOSX def2/J DEFGRID3
* xyz 0 1
O 5.945 2.672 2.303
C 5.288 1.913 1.503
O 4.138 1.226 1.875
N 5.904 1.789 0.116
C 6.675 0.644 -0.238
C 7.381 0.294 -1.574
C 7.195 1.475 -2.631
F 7.734 1.429 -3.935
C 6.356 2.634 -2.009
N 5.739 2.781 -0.751
H 6.784 -0.152 0.597
H 7.988 -0.649 -1.800
H 6.215 3.542 -2.716
F 1.076 -2.152 0.551
C 0.606 -0.937 0.881
C 1.470 0.006 1.416
C 0.985 1.265 1.753
C -0.364 1.564 1.562
C -1.224 0.607 1.029
C -0.736 -0.649 0.681
H 2.513 -0.246 1.566
H 1.655 2.012 2.165
H -0.743 2.545 1.829
H -2.274 0.840 0.884
H -1.389 -1.403 0.257
F 6.276 -0.580 7.794
C 5.329 -0.522 6.842
C 5.567 0.206 5.686
C 4.589 0.261 4.697
C 3.378 -0.404 4.882
C 3.147 -1.128 6.049
C 4.130 -1.193 7.032
H 6.512 0.723 5.564
H 4.768 0.822 3.785
H 2.613 -0.357 4.112
H 2.202 -1.642 6.192
H 3.971 -1.759 7.943
F 0.706 -3.086 6.338
C 0.571 -3.728 7.509
C 0.669 -5.111 7.543
C 0.534 -5.776 8.758
C 0.291 -5.050 9.923
C 0.190 -3.662 9.876
C 0.336 -2.996 8.663
H 0.850 -5.658 6.625
H 0.616 -6.857 8.798
H 0.182 -5.569 10.869
H -0.003 -3.099 10.783
H 0.269 -1.916 8.608
F -0.503 -7.949 10.937
C -1.791 -7.984 11.316
C -2.403 -6.821 11.759
C -3.739 -6.857 12.147
C -4.444 -8.057 12.098
C -3.818 -9.220 11.657
C -2.485 -9.183 11.258
H -1.836 -5.898 11.798
H -4.229 -5.951 12.487
H -5.485 -8.085 12.405
H -4.367 -10.155 11.624
H -1.984 -10.076 10.904
F -3.672 -1.232 -6.419
C -3.128 -0.906 -5.236
C -3.347 0.358 -4.710
C -2.787 0.694 -3.481
C -2.005 -0.235 -2.798
C -1.787 -1.500 -3.338
C -2.356 -1.840 -4.561
H -3.952 1.070 -5.260
H -2.959 1.678 -3.057
H -1.565 0.029 -1.841
H -1.174 -2.220 -2.806
H -2.204 -2.823 -4.992
F -4.364 3.774 -5.238
C -5.310 3.829 -6.190
C -5.071 4.556 -7.346
C -6.049 4.608 -8.334
C -7.259 3.942 -8.150
C -7.489 3.220 -6.983
C -6.507 3.158 -5.999
H -4.127 5.074 -7.468
H -5.870 5.168 -9.247
H -8.023 3.987 -8.919
H -8.434 2.705 -6.839
H -6.666 2.592 -5.088
F 7.067 5.838 -2.194
C 7.978 6.321 -3.055
C 9.256 5.783 -3.067
C 10.198 6.279 -3.963
C 9.855 7.316 -4.828
C 8.570 7.852 -4.803
C 7.624 7.349 -3.916
H 9.507 4.982 -2.381
H 11.199 5.860 -3.986
H 10.592 7.706 -5.523
H 8.306 8.662 -5.475
H 6.617 7.748 -3.889
F -9.963 1.710 -9.307
C -9.409 1.269 -10.448
C -8.960 2.186 -11.387
C -8.381 1.728 -12.567
C -8.267 0.359 -12.799
C -8.725 -0.552 -11.851
C -9.294 -0.095 -10.667
H -9.064 3.247 -11.194
H -8.019 2.436 -13.305
H -7.819 0.003 -13.721
H -8.639 -1.618 -12.035
H -9.649 -0.791 -9.915
*
```

Calculated values
E_HOMO	-0.3062	Ha
Kohn-Sham gap	0.218	hartree
LUMO energy	-2.4	eV

Atomic partial charges in e from the Löwdin method, atoms 1 to 4: atom 1 (O): 0.005, atom 2 (C): -0.482, atom 3 (O): -0.118, atom 4 (N): -0.025

No. 4
C53H43GaN3O5Te | wB97M-V/def2-TZVPD

```
! wB97M-V def2-TZVPD RIJCOSX def2/J DEFGRID3
* xyz 1 1
Ga -1.343 0.845 -0.121
C 0.210 1.494 3.945
C 0.866 2.707 3.864
C 0.726 3.386 2.681
C 0.020 2.851 1.616
N -0.557 1.616 1.701
C -0.527 1.034 2.887
C -0.233 3.654 0.367
C 0.188 4.929 0.115
C -0.084 5.448 -1.072
C -0.888 4.771 -1.952
C -1.375 3.514 -1.673
N -0.974 2.981 -0.532
H 0.194 0.995 4.865
H 1.425 3.053 4.751
H 1.154 4.351 2.482
H -1.043 0.109 3.032
H 0.805 5.434 0.833
H 0.336 6.425 -1.295
H -1.205 5.224 -2.900
H -1.952 2.886 -2.334
C 4.947 -2.783 0.200
C 3.620 -2.040 0.053
C 2.458 -2.592 0.653
C 1.232 -2.034 0.489
C 0.054 -2.636 1.217
O -1.090 -2.598 0.769
C 0.160 -3.284 2.631
C 1.225 -3.070 3.534
C 1.151 -3.604 4.798
C 0.102 -4.433 5.170
C -1.004 -4.409 4.381
C -1.032 -3.938 3.075
C 1.113 -0.910 -0.325
O -0.102 -0.366 -0.516
C 2.221 -0.252 -0.850
C 3.512 -0.861 -0.667
C 1.973 0.982 -1.707
N 1.208 1.099 -2.678
C 0.615 -0.026 -3.289
C 0.993 -0.152 -4.769
Te 2.866 0.485 -5.459
C 4.190 -0.973 -4.766
C 5.530 -0.615 -4.450
C 6.393 -1.574 -3.945
C 5.913 -2.877 -3.765
C 4.621 -3.205 -4.126
C 3.774 -2.250 -4.612
C 2.565 2.270 -1.128
C 2.648 3.317 -2.047
C 3.199 4.523 -1.670
C 3.554 4.645 -0.308
C 3.553 3.575 0.636
C 3.072 2.351 0.152
H 5.744 -2.037 0.019
H 5.050 -3.562 -0.582
H 4.936 -3.240 1.211
H 2.548 -3.478 1.243
H 1.981 -2.418 3.144
H 1.997 -3.321 5.550
H -0.006 -4.886 6.125
H -1.953 -4.929 4.665
H -1.935 -4.004 2.463
H 4.322 -0.334 -1.226
H -0.475 0.120 -3.242
H 0.876 -1.046 -2.867
H 0.433 0.620 -5.316
H 0.803 -1.090 -5.271
H 5.747 0.451 -4.471
H 7.376 -1.323 -3.547
H 6.512 -3.666 -3.247
H 4.256 -4.238 -4.097
H 2.755 -2.510 -4.865
H 2.279 3.034 -3.061
H 3.416 5.271 -2.403
H 4.005 5.652 -0.087
H 3.786 3.747 1.719
H 3.159 1.443 0.792
O -2.699 -0.289 0.932
C -4.027 -0.318 0.279
C -3.813 0.189 -1.176
O -4.694 0.213 -2.003
O -2.642 0.740 -1.357
C -4.647 -1.680 0.344
C -5.475 -2.132 1.413
C -5.808 -3.532 1.547
C -5.391 -4.422 0.497
C -4.666 -3.985 -0.570
C -4.292 -2.623 -0.659
C -4.845 0.849 0.969
C -6.141 1.073 0.498
C -6.817 2.160 1.071
C -6.199 3.056 1.901
C -4.895 2.801 2.383
C -4.260 1.626 1.953
H -2.416 -1.276 0.924
H -5.888 -1.432 2.190
H -6.510 -3.830 2.349
H -5.629 -5.495 0.558
H -4.321 -4.617 -1.324
H -3.652 -2.371 -1.500
H -6.551 0.400 -0.251
H -7.880 2.264 0.921
H -6.710 3.973 2.222
H -4.478 3.469 3.080
H -3.241 1.455 2.221
*
```

Calculated values
E_HOMO	-0.3416	Ha
Kohn-Sham gap	0.206	hartree
LUMO energy	-3.7	eV

Atomic partial charges in e from the Löwdin method, atoms 1 to 4: atom 1 (Ga): 0.453, atom 2 (C): -0.018, atom 3 (C): -0.002, atom 4 (C): 0.001

Calculated molar mass in order - 1197.9, 960.9, 910.9, 999.3 g/mol